# C31H44BrN3OP2Pt

A molecular structure, C31H44BrN3OP2Pt at a distorted geometry (ωB97M-V/def2-TZVPD, OMol25).

Geometry (Å):
C -0.80773 6.94599 -4.10455
C -1.00198 5.58536 -4.40140
C -1.29844 5.20869 -5.72320
C -1.36632 6.21377 -6.70072
N -1.16951 7.49392 -6.39370
C -0.89484 7.87714 -5.14926
C -0.88567 4.61312 -3.36514
C -0.80776 3.78539 -2.47745
C -0.61206 2.88549 -1.42284
C 0.52479 3.04450 -0.62284
C 0.75514 2.13754 0.40509
C -0.17300 1.12429 0.59178
C -1.33136 0.96549 -0.18021
C -1.54140 1.85120 -1.22263
Pt 0.19609 -0.22919 2.05038
P 1.92791 -1.37796 1.11960
H -1.46992 4.16373 -5.98687
H -0.59063 7.27097 -3.08568
H -1.58392 5.94887 -7.74261
H -0.73333 8.94180 -4.94248
H -2.39940 1.77385 -1.88659
H 1.21403 3.86843 -0.81811
H -2.01786 0.16015 0.06591
H 1.62155 2.20860 1.04285
C 2.23654 -3.01864 1.85874
C 3.15230 -3.95767 1.07120
H 1.23939 -3.46743 1.99647
H 2.62518 -2.84460 2.87449
H 3.34368 -4.85682 1.66593
H 2.69223 -4.28663 0.13380
H 4.12315 -3.50967 0.84116
C 1.67639 -1.62284 -0.67371
C 2.67864 -0.94870 -1.60507
H 0.66726 -1.23267 -0.87453
H 1.62729 -2.70297 -0.86792
H 2.37990 -1.12679 -2.64706
H 2.70262 0.13884 -1.45828
H 3.69787 -1.33858 -1.48680
C 3.40845 -0.35072 1.41316
C 4.76915 -1.04052 1.30354
H 3.28771 0.05545 2.42816
H 3.35416 0.50933 0.72899
H 5.55802 -0.29311 1.45282
H 4.90025 -1.80458 2.07767
H 4.93747 -1.49785 0.32218
Br -0.98789 -2.24448 2.87066
P -2.68125 -3.74650 -1.98919
C -0.84144 -3.90660 -1.95581
C -0.39517 -5.36045 -2.16638
H -0.47431 -3.51029 -0.99849
H -0.44670 -3.26745 -2.75882
H 0.66959 -5.40674 -2.42519
H -0.54255 -5.95886 -1.25942
H -0.95885 -5.82992 -2.98265
C -3.18538 -3.52225 -0.22794
C -4.60321 -4.06501 0.01370
H -3.10172 -2.46670 0.06370
H -2.45589 -4.07972 0.37445
H -4.76501 -4.23637 1.08363
H -5.37495 -3.36626 -0.33045
H -4.74606 -5.02067 -0.50690
C -2.96478 -2.08608 -2.74303
C -3.21764 -2.14569 -4.25684
H -2.10864 -1.43796 -2.50799
H -3.84999 -1.68186 -2.23210
H -3.66010 -1.20390 -4.59891
H -2.29095 -2.29739 -4.82073
H -3.91198 -2.95400 -4.51303
N -0.47562 1.88798 8.39161
C -0.85579 1.29551 7.21601
O -1.82131 0.53652 7.12000
C 0.01383 1.59314 6.03038
C 1.12808 2.45114 6.05347
C 1.92275 2.55927 4.91745
C 1.59803 1.81172 3.78255
N 0.52151 1.00173 3.76811
C -0.27092 0.87504 4.85778
H -1.05005 1.70887 9.20035
H 0.20646 2.62975 8.42768
H 1.40046 3.01888 6.94426
H 2.81357 3.18712 4.88202
H 2.23071 1.82967 2.89244
H -1.07885 0.14487 4.77934

Atoms 1-6, force components in eV/Å:
C -0.13 -0.30 -0.75
C -0.04 0.45 -0.40
C 0.13 0.80 0.24
C -0.29 -0.12 -1.48
N 0.22 -2.64 2.76
C 0.16 1.52 0.02

strongest force on any atom = 0.074 hartree/bohr
LUMO (alpha / beta) = -12.1 / -13.7 eV
gap between HOMO and LUMO (alpha / beta) = 5.94 / 4.37 eV
charge = +4
ΔE to the lowest compared entry with this formula, charge and spin = 0.0 kJ/mol
2S+1 = 5

# C31H44CeCl2NP

A molecular structure, C31H44CeCl2NP at a distorted geometry (ωB97M-V/def2-TZVPD, OMol25).

Geometry (Å):
P -0.89667 -0.21604 -1.49735
C -0.56161 -1.96561 -1.60789
C -0.91723 -2.37358 -3.03862
C -0.90010 -3.90886 -3.09747
C 0.42502 -4.49185 -2.57864
C 0.85409 -3.98499 -1.19728
C 0.82309 -2.45096 -1.10721
C 0.26724 0.96540 -2.25361
C -0.21694 1.34487 -3.65781
C 0.67030 2.45813 -4.23952
C 2.16575 2.13520 -4.14240
C 2.62935 1.69686 -2.74830
C 1.76030 0.57365 -2.17474
C -2.66251 0.29282 -1.60745
C -3.55730 -0.65358 -0.78617
C -5.03559 -0.23667 -0.88532
C -5.30870 1.24460 -0.55733
C -4.28575 2.19385 -1.20322
C -2.83811 1.71282 -1.03219
H -1.30958 -2.42433 -0.92213
H -0.19701 -1.93054 -3.75007
H -1.91627 -1.97551 -3.29687
H -1.05860 -4.22077 -4.13227
H -1.73812 -4.29338 -2.49337
H 0.36400 -5.58706 -2.56650
H 1.20719 -4.23429 -3.30024
H 0.19061 -4.38784 -0.41716
H 1.87200 -4.33145 -0.98586
H 0.99028 -2.12741 -0.06574
H 1.64022 -2.02174 -1.70999
H 0.15385 1.84498 -1.57842
H 0.45406 3.40794 -3.72753
H -1.27063 1.67129 -3.61746
H -0.19021 0.45764 -4.31407
H 0.41183 2.59239 -5.29112
H 2.75875 2.99698 -4.47805
H 2.37871 1.32184 -4.84446
H 3.66313 1.34022 -2.81272
H 2.62653 2.54932 -2.04956
H 2.05604 0.38397 -1.12768
H 1.95119 -0.35579 -2.73889
H -2.92080 0.25930 -2.68209
H -3.43902 -1.69198 -1.13329
H -3.18816 -0.60220 0.25621
H -5.37581 -0.42337 -1.91616
H -5.62661 -0.88177 -0.22869
H -5.30490 1.38870 0.53328
H -6.31449 1.51109 -0.90852
H -4.37791 3.20262 -0.78138
H -4.51052 2.26565 -2.27878
H -2.14383 2.42881 -1.49732
H -2.57050 1.64107 0.03594
Ce 0.36956 1.33776 3.08191
Cl 0.14106 3.11935 1.07519
Cl -1.18926 -0.65351 2.55580
C 1.91198 0.00077 2.02417
H 1.53253 -1.03992 2.00904
C 5.75440 0.61011 0.28169
C 5.31492 -0.68801 0.58034
C 4.03022 -0.91050 1.07236
C 3.15298 0.19145 1.33895
C 3.58264 1.49505 0.89748
C 4.86477 1.69005 0.42556
H 6.76839 0.77425 -0.06580
H 5.97863 -1.53839 0.41590
H 3.67379 -1.92128 1.30081
H 2.86239 2.31763 0.96818
H 5.18932 2.68807 0.14487
N 0.39285 1.42253 5.17789
C -0.05997 1.13142 6.39768
C -0.77975 -0.10500 6.58954
C -1.11215 -0.54111 7.86433
C -0.82291 0.25334 8.98588
C -0.22377 1.51059 8.80965
C 0.12988 1.97273 7.54772
H -1.02985 -0.70137 5.69547
H -1.59728 -1.51030 7.98302
H -1.07134 -0.10478 9.98259
H -0.02635 2.12889 9.68486
H 0.58229 2.95971 7.40839

Atoms 1-6, force components in eV/Å:
P 0.97 1.49 4.31
C -0.56 -0.16 -0.83
C 0.25 -1.32 0.26
C 0.01 0.08 -0.27
C -0.07 -0.01 -0.11
C -0.09 0.29 -0.01

strongest force on any atom = 0.091 hartree/bohr
LUMO = 4.3 eV
gap between HOMO and LUMO = 4.20 eV
charge = -2